Entry 1:
C28H33Br2N5O9Sr as an isolated structure in a non-equilibrium geometry. Source: the OMol25 dataset; level of theory: the ωB97M-V functional and the def2-TZVPD basis.

Element x y z (Å)
Sr  0.24148  -4.75319  0.90762
Br  -2.25023  -2.02365  -4.80481
Br  -1.08518  0.96678  -3.70899
O  0.53993  6.70878  -3.01206
O  2.54246  -3.71598  1.79554
O  -0.22912  -3.46688  3.02555
O  3.62157  -2.97762  3.52431
O  1.89957  5.68835  -4.38855
O  -2.98224  5.64975  2.26103
O  -0.43200  -2.70499  -0.43983
O  -2.24253  -2.98151  2.49767
O  -4.50746  4.07790  2.60712
N  0.01413  -3.52009  -3.13727
N  -1.40446  -3.24954  3.34640
N  -3.65481  4.66393  1.92501
N  3.42660  -3.02090  2.31786
N  1.24422  5.73617  -3.36069
C  -3.33010  4.85058  -1.77499
C  4.15945  -2.26084  0.08075
C  -3.47029  4.29198  0.51925
C  -1.07449  -0.95494  -6.03350
C  -0.16498  -1.42220  0.05676
C  1.65767  2.29544  -0.74851
C  0.66166  4.43569  -1.27510
C  -1.82322  -3.24534  4.77558
C  5.22904  -1.89646  -0.75316
C  -1.25232  0.51890  -5.73249
C  -3.13900  3.44838  -2.03091
C  6.77473  -2.06860  1.17335
C  5.70559  -2.48074  1.89055
C  2.17469  2.32826  -2.03527
C  -1.38084  -3.71937  7.16206
C  4.41415  -2.59723  1.41472
C  -3.26336  2.96667  0.24734
C  -1.22518  -0.39336  -0.26496
C  -3.12292  2.49366  -1.09902
C  1.30118  4.49382  -2.53612
C  -3.62606  5.20422  -0.53632
C  1.04060  3.48221  -0.33249
C  -3.51029  -2.75477  6.47965
C  6.52897  -1.83888  -0.21184
C  -1.00512  -3.82518  5.78251
C  -3.02637  -2.68408  5.13388
C  1.98759  3.34744  -2.90445
C  -2.62546  -3.23259  7.48157
H  -2.10259  -0.71311  0.29720
H  3.17774  -2.27373  -0.36921
H  0.76956  -0.94232  -0.23385
H  0.57350  -2.94778  -3.75344
H  5.02811  -1.61416  -1.77607
H  -3.08374  1.44069  -1.33591
H  -2.28899  0.81404  -5.89467
H  -0.76483  -3.93747  8.02193
H  -0.96288  0.54305  0.22741
H  -3.90484  6.23015  -0.34615
H  -3.24022  2.22724  1.03418
H  -0.04766  -4.26693  5.54900
H  -0.12148  -1.47942  -5.96426
H  -1.43559  -0.39781  -1.33445
H  -0.55678  -3.20133  -2.36749
H  0.02008  5.20329  -0.86820
H  -2.85101  3.18202  -3.03715
H  7.69704  -1.81613  1.67536
H  1.74350  1.44274  -0.09130
H  5.84906  -2.63149  2.95031
H  7.29300  -1.43137  -0.85728
H  2.53333  3.39596  -3.83515
H  -3.35253  5.69655  -2.44599
H  0.64715  -4.09878  -2.60388
H  -2.90156  -3.19409  8.52497
H  0.77304  3.61288  0.70564
H  -0.35225  -4.30889  -3.65076
H  -0.52329  1.17829  -6.20345
H  -4.53521  -2.52583  6.73172
H  -1.40253  -1.07394  -7.06613
H  2.70507  1.55825  -2.57581
H  0.02691  -1.32025  1.12488
H  -3.74653  -2.21025  4.48329

Results
Gap between HOMO and LUMO (spin up / spin down): 3.388 / 7.430 eV
Multiplicity: 2
Charge: +1
Highest occupied orbital energy (spin up / spin down): -0.2640 / -0.4087 hartree
LUMO (spin up / spin down): -3.8 / -3.7 eV
Energy: -196349.4705 eV

Löwdin atomic charge list, values in e, 5 entries: Sr 1.2268; Br 0.5946; Br 0.6053; O 0.0651; O -0.1109

---

Entry 2:
C26H36MgN12S2 as an isolated structure. Source: the OMol25 dataset; level of theory: the ωB97M-V functional and the def2-TZVPD basis.

Element x y z (Å)
S  -1.66930  2.61245  -1.01138
S  -4.19147  3.56240  0.44985
Mg  -0.20640  0.50512  0.66655
N  1.13869  0.59591  -0.94968
N  -3.05499  -1.60875  0.32810
N  -0.98698  2.11805  1.81186
N  -0.90850  -2.29505  4.00460
N  -0.35091  -1.15169  1.91481
N  1.42719  0.92947  2.20460
N  -1.26699  -0.68513  -0.76010
N  -1.69465  -3.00432  -0.92671
N  3.37435  0.02737  -1.49066
N  -3.03184  -3.38052  4.68979
N  2.88068  1.96340  -0.31454
N  -2.16806  2.78115  1.66940
C  -3.49235  -2.66259  1.23690
C  4.15477  2.02807  0.38377
C  2.52948  0.22062  2.44736
C  0.46344  -0.15625  -4.56182
C  -2.71699  -3.90953  -1.41348
C  2.43403  0.85069  -0.93317
C  1.98477  3.08380  -0.05151
C  -2.05906  -2.86045  4.33281
C  -1.99428  -1.74358  -0.48466
C  0.55912  0.07702  -2.14919
C  1.09742  0.30009  -3.41694
C  0.86165  1.59826  3.22247
C  3.13818  0.16467  3.68657
C  -2.53968  2.92945  0.40194
C  -4.58392  3.91926  -1.26549
C  -0.75341  -0.81991  -4.45342
C  -0.40001  2.30612  2.93657
C  3.14679  -1.41049  -1.56673
C  2.56560  0.87838  4.72886
C  1.41331  1.60550  4.49602
C  -0.68079  -1.68826  2.90509
C  -0.67349  -0.58236  -2.04086
C  -1.31768  -1.00487  -3.20284
C  -3.59858  -0.27745  0.59671
C  4.52114  0.53906  -2.22567
C  -0.32739  -3.35592  -1.25089
H  -0.11176  -3.26676  -2.32110
H  -3.51526  -2.27720  2.25655
H  0.34856  -2.71080  -0.69296
H  0.90225  0.03449  -5.53285
H  3.97010  2.25460  1.43627
H  3.50811  -1.91631  -0.66718
H  -3.38894  0.39074  -0.23781
H  4.67967  1.07990  0.32439
H  -5.08288  4.88640  -1.30966
H  2.09818  -1.64836  -1.71299
H  2.01867  0.86373  -3.50865
H  4.52065  1.62519  -2.22139
H  5.46647  0.18954  -1.80346
H  0.92487  2.15791  5.28817
H  3.00540  0.85480  5.71783
H  -3.65859  3.95266  -1.83866
H  3.69509  -1.80407  -2.42183
H  1.05875  2.97825  -0.61251
H  4.02863  -0.43109  3.83057
H  -2.29706  -1.46186  -3.11284
H  2.93675  -0.33159  1.60527
H  -5.23529  3.14874  -1.67340
H  4.46203  0.20152  -3.26388
H  -0.83630  2.97194  3.67332
H  2.48812  4.01056  -0.33359
H  -2.67219  -4.87596  -0.90503
H  -4.67749  -0.35895  0.73443
H  -3.70316  -3.48124  -1.25457
H  -0.15094  -4.38799  -0.94050
H  -2.80395  -3.50167  1.20137
H  1.73784  3.13106  1.01230
H  -4.49725  -3.01116  0.98773
H  4.79121  2.81292  -0.02963
H  -3.17159  0.15187  1.50789
H  -2.58252  -4.07823  -2.48709
H  -1.27902  -1.15278  -5.33941

Results
Gap between HOMO and LUMO: 7.011 eV
Energy relative to the best compared isomer or geometry (same formula, charge and spin): 0.587 eV
Highest occupied orbital energy: -0.2750 hartree
LUMO: -0.5 eV
Energy: -72545.3671 eV

Löwdin atomic charge list, values in e, 5 entries: S 0.6310; S 0.8337; Mg 0.4877; N 0.0719; N -0.1163

---

Entry 3:
C19H27BCuF4N6O4PS3 as an isolated structure in a non-equilibrium geometry. Source: the OMol25 dataset; level of theory: the ωB97M-V functional and the def2-TZVPD basis.

Element x y z (Å)
Cu  0.45586  0.29665  0.41407
S  0.65647  0.38332  2.67782
S  -1.97492  1.75475  -1.00348
S  -0.48306  -2.88848  0.02481
P  2.52127  -1.91028  -0.14415
F  0.96320  1.17143  -2.37352
F  3.14412  1.77727  -2.13301
F  1.52262  3.45501  -1.98629
F  1.79147  1.76588  -0.28909
O  1.03621  -1.79873  -0.50384
O  -0.36726  -3.06060  1.46305
O  -1.62675  -2.08630  -0.36410
O  -0.36340  -4.14435  -0.67044
N  4.10260  -3.78778  0.49763
N  4.75166  -2.31028  -1.35741
N  -1.41339  0.63255  -0.07515
N  -1.64212  1.35355  3.76812
N  4.87870  -1.50670  0.98705
N  -1.70621  -0.80296  2.95753
C  3.49961  -1.72460  -1.72849
C  -4.29774  1.98527  -2.43736
C  -3.41173  1.09007  -1.85023
C  -0.99763  0.32873  3.14727
C  4.60442  -3.73526  -0.85928
C  2.69013  -3.62019  0.58770
C  -3.50894  -0.28576  -2.08477
C  -3.79944  3.53751  0.28524
C  -2.99339  5.05247  1.95539
C  -4.62855  -0.80994  -2.82039
C  -1.72931  4.41825  1.96536
C  -5.31893  1.51320  -3.24774
C  -1.52737  3.35280  1.12514
C  5.49804  -1.48657  -0.38393
C  -4.05165  4.60972  1.15207
C  3.53661  -0.95103  0.98467
C  -5.50702  0.09980  -3.38036
C  -2.50455  2.97456  0.18992
C  4.86460  -2.91883  1.39336
B  1.79858  2.08271  -1.70351
H  3.03336  -0.85039  1.95019
H  -2.65753  1.52969  3.72732
H  2.13050  -3.78944  1.53809
H  -2.72027  -0.74561  2.95134
H  2.17027  -4.35290  -0.06140
H  4.42994  -2.97511  2.41154
H  -3.09965  5.99542  2.58006
H  -4.16256  3.03461  -2.25475
H  5.59572  -4.12296  -0.91494
H  -5.93401  2.26201  -3.82937
H  6.54380  -1.77810  -0.32329
H  -1.95014  -0.25356  0.00228
H  -0.94274  4.71740  2.68682
H  -1.20603  -1.50104  2.48972
H  4.02995  -4.31157  -1.49149
H  3.43595  -0.67090  -2.10867
H  -2.69799  -0.89054  -1.70774
H  -1.05159  2.11751  4.08081
H  -5.01289  5.10284  1.20857
H  5.92350  -3.29550  1.47752
H  5.50086  -0.43013  -0.74386
H  -6.40084  -0.28380  -3.87342
H  -4.71362  -1.86195  -3.00150
H  -0.62896  2.78445  1.19011
H  2.99441  -2.39313  -2.47939
H  3.52258  0.05622  0.59867
H  -4.59488  3.09956  -0.28286

Results
Gap between HOMO and LUMO (spin up / spin down): 2.313 / 6.647 eV
Multiplicity: 2
Energy relative to the best compared isomer or geometry (same formula, charge and spin): 3.950 eV
Charge: -1
Highest occupied orbital energy (spin up / spin down): -0.0113 / -0.1705 hartree
LUMO (spin up / spin down): 2.0 / 2.0 eV
Energy: -135256.5243 eV

Löwdin atomic charge list, values in e, 5 entries: Cu 0.0322; S 0.6829; S 1.0509; S 0.5522; P 0.9272

---

Entry 4:
C18H28N2O2 as an isolated structure in a non-equilibrium geometry. Source: the OMol25 dataset; level of theory: the ωB97M-V functional and the def2-TZVPD basis.

Element x y z (Å)
O  -3.11264  0.24489  -1.14811
O  2.98545  -1.21146  0.85167
N  0.80405  -2.04767  -0.68739
N  1.77040  0.57713  1.77958
C  2.92971  3.25817  0.96862
C  -2.49095  -0.79402  -1.54797
C  -0.25851  -0.32001  -0.21272
C  -4.56368  -2.34365  -1.99871
C  2.20389  1.44342  3.79921
C  0.93668  -1.05245  0.11503
C  -5.20793  -3.51334  -2.55640
C  1.30164  3.59756  2.99936
C  -3.16513  -1.71340  -2.66646
C  1.99520  2.91490  4.25579
C  -3.44025  -1.31410  -3.84194
C  1.96166  -0.65868  0.93077
C  -1.03564  -1.12975  -1.19086
C  -0.17948  -2.19870  -1.41209
C  3.69828  2.04537  1.66790
C  2.79626  1.10816  2.59331
C  -1.89231  -1.06670  -4.30225
C  2.25283  4.17966  2.07195
H  -1.19696  -1.86790  -4.67214
H  -4.32370  -2.67417  -0.97578
H  0.62865  4.53773  3.42259
H  -5.60236  -3.17426  -3.65944
H  -4.37418  -4.33189  -2.49518
H  2.78395  1.29129  4.65122
H  4.38988  1.44108  1.06470
H  -2.03602  -0.49021  -5.48252
H  1.56050  -2.78342  -0.41259
H  0.81209  1.19950  1.56467
H  -5.15604  -1.39623  -1.97966
H  3.01789  4.94722  2.28395
H  -3.97441  -1.92219  -4.57820
H  -3.97007  -0.36602  -3.92508
H  1.61307  4.86740  1.22085
H  -2.37764  -2.87820  -2.46928
H  4.31875  2.57708  2.62018
H  2.05974  2.81159  0.40077
H  -0.90816  0.75741  0.10497
H  3.51859  3.77693  0.35173
H  -5.95912  -3.77389  -2.16319
H  1.38245  0.83017  3.92285
H  -1.41694  -0.15133  -3.91982
H  3.16878  3.45440  4.04274
H  -0.36953  -3.12240  -1.98462
H  1.41020  3.11015  5.14505
H  0.59537  2.96667  2.45734
H  3.56563  0.26806  2.51877

Results
Gap between HOMO and LUMO: 8.952 eV
Energy relative to the best compared isomer or geometry (same formula, charge and spin): 15.501 eV
Highest occupied orbital energy: -0.3163 hartree
LUMO: 0.3 eV
Energy: -26182.6651 eV

Löwdin atomic charge list, values in e, 5 entries: O 0.0308; O 0.1278; N 0.0384; N 0.0529; C -0.1795